C6H8 | ωB97M-V with the def2-TZVPD basis set

Last columns: bonded neighbours and bond lengths (Å).
Element x y z (Å)
1 C 1.452 1.765 -0.046  C2 1.329, H7 1.097, H9 1.110
2 C 0.936 0.550 0.111  C1 1.329, C6 1.330
3 C -3.321 0.569 0.339  C4 1.169, H8 1.150
4 C -2.365 0.874 -0.261  C3 1.169, H10 1.101
5 C 1.196 -1.868 -0.172  C6 1.453, H11 1.044, H12 1.123, H13 1.071
6 C 0.434 -0.680 0.173  C2 1.330, C5 1.453, H14 1.091
7 H 2.081 2.192 0.745  C1 1.097
8 H -4.000 -0.002 1.070  C3 1.150
9 H 1.512 2.211 -1.062  C1 1.110
10 H -1.561 1.483 -0.703  C4 1.101
11 H 0.494 -2.622 -0.342  C5 1.044
12 H 1.901 -1.726 -1.035  C5 1.123
13 H 1.839 -2.091 0.655  C5 1.071
14 H -0.598 -0.656 0.528  C6 1.091

## Properties
Frontier orbital gap: 10.265 eV
E_HOMO: -9.235 eV